40
Properties=species:S:1:pos:R:3:forces:R:3:mulliken_spin:R:1 method="wB97M-V/def2-TZVPD" spin_multiplicity=5 total_charge=+1 lumo_ev="-2.7 / -7.1" gap_ev="9.09 / 4.69" de_lowest_kj_mol=30.4
Co -1.463703 -0.721861 1.469659 0.5 1.0 0.2 2.74
Se -4.205691 -4.736883 2.175275 0.0 0.1 0.0 0.95
C -3.192397 -3.257700 1.952852 -0.5 -0.7 0.1 -0.10
N -2.551342 -2.317014 1.807428 0.2 0.2 -0.2 0.17
S -2.765387 1.003105 2.461657 0.0 0.0 -0.1 0.08
C -1.913377 2.314430 1.761739 -0.4 -0.1 -0.1 0.01
N -0.693230 2.662974 2.066474 0.4 0.1 0.1 0.01
C -0.055315 3.693462 1.236700 -0.1 -0.1 0.1 0.00
C -1.208251 4.476236 0.605627 0.1 -0.1 0.0 0.00
S -2.616849 3.325535 0.569608 -0.2 0.0 -0.1 0.01
H -0.171473 2.096427 2.720404 0.0 0.1 0.0 0.00
H 0.565267 3.201668 0.490579 0.0 -0.1 -0.1 0.00
H 0.566153 4.331129 1.859065 0.0 0.0 0.0 0.00
H -0.974989 4.783434 -0.409458 0.0 0.0 0.0 0.00
H -1.487900 5.347083 1.191736 0.0 0.0 0.0 0.00
I 2.775261 -2.701368 5.474617 0.1 -0.1 0.2 0.00
C 1.846371 -1.692703 3.960777 -0.2 0.1 -0.1 0.00
C 2.369977 -0.695216 3.167258 0.0 0.2 -0.2 0.01
N 1.405869 -0.308890 2.317625 0.0 0.1 -0.1 -0.01
N 0.280323 -1.017484 2.502167 0.0 -0.3 0.1 0.04
C 0.536537 -1.859273 3.502647 -0.1 0.0 0.1 0.01
H 3.351794 -0.247964 3.146080 -0.1 0.0 0.0 0.00
H 1.458189 0.332923 1.515996 0.1 0.0 -0.1 -0.01
H -0.223191 -2.537918 3.861737 0.1 0.1 0.0 0.00
O 1.348437 0.902807 -0.231685 0.1 0.1 0.2 0.01
C 0.353083 0.322915 -0.657707 -0.4 -0.1 0.3 0.01
O -0.766239 0.276470 0.009379 0.2 -0.4 -0.4 0.07
C 0.404376 -0.351249 -1.991472 0.0 0.1 0.0 0.00
C 1.251629 0.171641 -2.958945 0.2 0.1 -0.1 0.00
C 1.354982 -0.435285 -4.199986 0.1 0.2 0.1 0.00
C 0.616536 -1.575831 -4.427506 0.1 -0.2 -0.4 0.00
C -0.225303 -2.129713 -3.488414 -0.1 0.0 0.2 0.00
C -0.336355 -1.495005 -2.261436 -0.1 0.0 0.0 0.00
N 0.741954 -2.248105 -5.753515 0.0 0.1 0.1 0.00
O 0.120565 -3.275240 -5.917172 0.0 0.0 0.0 0.00
O 1.453806 -1.720193 -6.578156 0.0 0.0 0.0 0.00
H 1.833097 1.055966 -2.734283 0.0 0.0 0.0 0.00
H 1.996391 -0.045224 -4.976363 0.0 0.0 0.0 0.00
H -0.776107 -3.027480 -3.726121 0.0 0.0 0.0 0.00
H -1.003497 -1.900605 -1.514869 0.0 0.0 0.1 0.00